9
Properties=species:S:1:pos:R:3:forces:R:3 method="wB97M-V/def2-TZVPD" e_above_lowest_kcal_mol=144.10 total_charge=+1 multiplicity=1
C 0.58885 -0.19914 0.21563 1.765 0.352 3.633
C -0.91329 0.02987 0.53751 -4.372 1.238 1.969
N -0.34540 -1.16906 0.60948 1.002 -2.386 1.980
N -0.03705 0.81111 1.14247 0.793 -0.059 0.160
N 0.18194 0.14258 -0.98670 3.334 4.752 -7.193
H -0.51196 -2.00356 0.08928 -0.541 -0.280 -0.709
H 0.02086 1.78817 1.52682 0.131 -1.241 -1.378
H 0.64042 1.08743 -1.35527 -1.487 -1.971 1.062
H 0.37564 -0.48739 -1.77921 -0.625 -0.406 0.476